No. 1
Computed, not measured: a structure of composition C30H47BO2P2Ti in a non-equilibrium geometry, with the ωB97M-V functional and the def2-TZVPD basis.

HOMO-LUMO gap (alpha / beta): 7.28 / 7.53 eV
E_tot: -2878.67186 hartree
Total charge: +1
Multiplicity: 2
LUMO level (alpha / beta): -3.28 / -3.13 eV
HOMO (alpha / beta): -10.57 / -10.66 eV

Element x y z (Å)
Ti: -0.079 -0.159 0.013
C: -0.783 -2.024 0.811
C: 0.599 -2.154 0.379
C: 0.513 -0.569 2.111
C: -0.821 -1.061 1.902
C: 1.397 -1.231 1.169
C: -1.973 -2.766 0.308
H: -1.766 -3.265 -0.645
H: -2.835 -2.097 0.164
H: -2.294 -3.536 1.027
C: -2.012 -0.779 2.755
H: -2.945 -0.990 2.223
H: -2.045 0.265 3.088
H: -2.003 -1.405 3.664
C: 0.953 0.365 3.184
H: 0.919 -0.129 4.168
H: 0.317 1.256 3.242
H: 1.980 0.707 3.021
C: 2.879 -1.086 1.158
H: 3.334 -1.656 1.985
H: 3.189 -0.040 1.293
H: 3.316 -1.461 0.226
C: 1.143 -3.107 -0.628
H: 1.538 -4.009 -0.138
H: 1.975 -2.665 -1.191
H: 0.372 -3.428 -1.337
C: -2.126 0.920 -6.754
C: -2.009 -0.411 -6.838
C: -1.100 -1.138 -7.788
C: 0.263 -0.463 -8.107
C: 1.030 0.059 -6.929
C: 0.909 1.273 -6.378
C: 0.004 2.368 -6.863
C: -1.324 1.923 -7.531
H: -1.606 -1.306 -8.753
H: 0.124 0.299 -8.888
H: -0.899 -2.138 -7.376
H: -1.129 1.603 -8.565
H: -2.910 1.370 -6.127
H: -2.692 -1.059 -6.275
H: -1.947 2.830 -7.602
H: -0.241 3.021 -6.010
H: 1.579 1.562 -5.558
H: 0.537 3.008 -7.587
H: 0.892 -1.252 -8.552
H: 1.795 -0.637 -6.557
P: -1.177 0.145 -2.257
P: 1.453 1.469 -1.174
C: -0.390 1.443 -3.310
C: 0.595 2.336 -2.551
H: -1.209 2.037 -3.741
H: 0.101 0.940 -4.153
H: 1.389 2.697 -3.220
H: 0.083 3.214 -2.132
C: 2.298 2.721 -0.207
H: 3.106 2.239 0.356
H: 1.597 3.164 0.505
H: 2.718 3.486 -0.873
C: 2.838 0.653 -2.015
H: 3.268 1.369 -2.731
H: 2.512 -0.250 -2.544
H: 3.605 0.374 -1.280
C: -2.894 0.699 -2.172
H: -3.478 -0.090 -1.684
H: -3.268 0.865 -3.191
H: -2.977 1.608 -1.568
C: -1.275 -1.341 -3.289
H: -0.307 -1.858 -3.309
H: -1.569 -1.079 -4.318
H: -2.020 -2.026 -2.861
O: -2.315 2.152 0.748
B: -0.897 1.894 0.668
O: -0.254 2.964 1.402
C: -1.231 3.752 1.916
C: -1.096 4.670 2.934
C: -2.238 4.920 3.706
C: -3.484 4.396 3.340
C: -3.634 3.613 2.189
C: -2.478 3.240 1.538
H: -0.128 5.118 3.145
H: -2.152 5.543 4.598
H: -4.364 4.612 3.949
H: -4.597 3.242 1.842



No. 2
Computed, not measured: a structure of composition C30H47Br5F4ILiN3O10S in a non-equilibrium geometry, with the ωB97M-V functional and the def2-TZVPD basis.

HOMO-LUMO gap: 3.91 eV
E_tot: -16060.55428 hartree
Total charge: +1
Multiplicity: 1
LUMO level: -5.32 eV
HOMO: -9.23 eV

Element x y z (Å)
C: 3.092 1.379 0.395
C: 1.859 1.062 1.204
O: 0.661 1.516 0.541
C: -0.353 0.634 0.201
C: -1.579 1.545 -0.180
C: -1.372 3.042 -0.189
N: -0.589 3.579 -1.301
N: -0.770 -0.225 1.339
C: -0.677 0.435 2.643
C: -1.997 0.892 3.289
C: -2.088 0.698 4.792
F: -0.887 0.443 5.348
F: -2.540 1.849 5.358
F: -2.941 -0.261 5.160
C: -1.049 -1.545 1.201
I: 0.956 -2.811 1.560
S: -2.014 -2.324 2.616
C: -2.120 -4.065 2.243
O: -3.341 -1.804 2.654
O: -1.235 -2.176 3.801
C: -1.586 -1.985 -0.179
C: -3.096 -2.079 -0.394
Br: -4.168 -0.505 -0.065
C: -3.429 -2.646 -1.785
C: -3.530 -4.186 -1.785
N: -0.820 -1.374 -1.345
C: -0.084 -2.528 -1.978
C: 0.662 -2.304 -3.263
C: 1.389 -3.610 -3.651
C: 2.738 -3.596 -2.978
O: 3.523 -4.702 -3.331
C: 4.829 -4.580 -2.939
O: 5.303 -5.150 -2.015
C: 0.060 -0.164 -1.059
F: 1.313 -0.744 -0.773
C: 0.383 0.700 -2.261
C: -0.611 1.083 -3.326
C: -0.931 0.039 -4.374
O: 0.113 2.115 -4.044
H: 3.230 2.449 0.285
H: 3.035 0.951 -0.604
H: 3.957 0.948 0.891
H: 1.939 1.598 2.142
H: 1.833 -0.003 1.398
H: -2.005 1.194 -1.121
H: -2.357 1.361 0.547
H: -1.012 3.387 0.780
H: -2.372 3.459 -0.277
H: -0.887 4.526 -1.492
H: 0.392 3.609 -1.053
H: -0.104 -0.190 3.320
H: -0.070 1.320 2.547
H: -2.094 1.960 3.131
H: -2.853 0.460 2.786
H: -3.154 -4.252 1.980
H: -1.456 -4.395 1.459
H: -1.912 -4.559 3.182
H: -1.292 -3.027 -0.163
H: -3.472 -2.802 0.311
H: -4.381 -2.229 -2.078
H: -2.730 -2.324 -2.554
H: -4.554 -4.484 -1.968
H: -3.209 -4.621 -0.842
H: -2.939 -4.608 -2.591
H: -1.531 -1.031 -2.022
H: 0.567 -2.951 -1.224
H: -0.819 -3.299 -2.178
H: 0.021 -2.042 -4.088
H: 1.466 -1.587 -3.142
H: 1.513 -3.669 -4.726
H: 0.860 -4.487 -3.291
H: 2.660 -3.509 -1.894
H: 3.241 -2.642 -3.305
H: 5.429 -3.912 -3.581
H: 1.200 0.231 -2.806
H: 0.819 1.607 -1.869
H: -1.529 1.514 -2.960
H: 0.001 -0.283 -4.842
H: -1.505 0.536 -5.146
H: -1.554 -0.786 -4.040
H: -0.554 2.680 -4.449
Br: -3.722 0.668 -2.916
C: 5.119 2.855 6.422
C: 4.013 2.467 5.771
C: 3.612 3.066 4.444
O: 2.597 2.626 3.922
C: 4.429 4.107 3.873
C: 5.536 4.502 4.524
C: 5.956 3.886 5.842
O: 6.985 4.303 6.335
O: 6.346 5.443 4.086
O: 3.188 1.537 6.224
H: 5.416 2.431 7.370
H: 4.122 4.541 2.932
H: 7.061 5.526 4.750
H: 2.469 1.452 5.569
C: -6.393 3.880 -4.388
Br: -4.505 4.244 -4.439
Br: -6.863 2.636 -3.008
Br: -7.401 5.514 -4.241
H: -6.657 3.429 -5.332
Li: 3.797 -0.863 -3.320



No. 3
Computed, not measured: a structure of composition C30H47BrCdCl2N3O6Si in a non-equilibrium geometry, with the ωB97M-V functional and the def2-TZVPD basis.

HOMO-LUMO gap: 7.78 eV
E_tot: -5738.92599 hartree
Total charge: -1
Multiplicity: 1
LUMO level: 2.20 eV
HOMO: -5.58 eV

Element x y z (Å)
C: -2.972 4.112 -1.481
C: -2.225 4.390 -2.754
H: -3.129 5.061 -0.951
H: -2.408 3.418 -0.846
H: -3.972 3.678 -1.650
C: -2.256 5.581 -3.378
C: -2.950 6.786 -2.859
H: -1.778 5.699 -4.353
H: -2.801 6.936 -1.782
H: -4.029 6.780 -3.057
H: -2.526 7.647 -3.384
Cd: -0.714 -1.033 1.639
Cl: -1.958 1.056 1.256
C: 0.677 -2.364 -0.956
O: 0.797 -1.676 0.090
N: 1.635 -2.468 -1.879
C: 2.952 -1.862 -1.688
C: 1.339 -2.966 -3.220
H: -0.247 -2.921 -1.173
H: 3.297 -2.030 -0.666
H: 2.945 -0.782 -1.879
H: 3.622 -2.353 -2.396
H: 0.488 -3.652 -3.152
H: 2.235 -3.487 -3.588
H: 1.083 -2.138 -3.905
H: 3.818 -5.273 3.857
H: 1.527 -6.261 4.354
C: 3.510 -4.351 4.368
C: 1.314 -5.329 4.897
N: 2.068 -4.220 4.334
H: 3.956 -3.478 3.891
C: 1.496 -3.049 3.935
O: 2.087 -2.137 3.358
H: 0.243 -5.116 4.820
H: 0.423 -2.981 4.188
H: 3.860 -4.429 5.409
H: 1.579 -5.486 5.955
H: -1.410 2.149 4.585
H: -0.364 3.008 2.255
C: -0.396 2.259 4.989
C: 0.520 3.175 2.890
N: 0.590 2.177 3.929
H: -0.208 1.432 5.683
C: 1.463 1.138 3.851
O: 2.270 0.948 2.949
H: 1.424 3.139 2.272
H: 1.350 0.447 4.714
H: -0.312 3.225 5.501
H: 0.424 4.161 3.361
O: -0.477 2.846 -2.294
C: -1.401 3.230 -3.318
C: 0.350 4.418 -4.733
C: -0.730 3.527 -4.656
H: 0.775 4.827 -3.808
C: 0.800 4.829 -5.997
H: -2.111 2.397 -3.458
C: -1.291 2.975 -5.817
H: 1.612 5.565 -6.048
C: 0.211 4.328 -7.160
C: -0.852 3.411 -7.073
H: -2.112 2.256 -5.691
H: 0.548 4.689 -8.140
H: -1.347 3.047 -7.976
Si: 0.962 2.005 -2.087
Cl: -0.856 -0.868 4.185
C: 2.348 3.257 -1.986
C: 1.164 0.790 -3.491
C: 0.782 1.160 -0.453
H: 2.481 3.796 -2.935
H: 3.288 2.740 -1.734
H: 2.121 3.992 -1.198
H: 0.325 1.828 0.288
H: 1.705 0.745 -0.031
H: 0.061 0.348 -0.592
H: 1.119 1.265 -4.482
H: 0.362 0.038 -3.448
H: 2.139 0.297 -3.401
Br: 0.311 -6.174 1.591
C: -1.234 -6.162 2.686
C: -1.537 -7.313 3.436
C: -2.659 -7.332 4.276
C: -3.435 -6.178 4.401
C: -3.113 -5.023 3.681
C: -2.035 -5.011 2.787
C: -1.712 -3.773 1.965
O: -2.590 -3.290 1.222
O: -0.524 -3.313 2.125
H: -0.897 -8.187 3.357
H: -2.896 -8.252 4.822
H: -4.297 -6.180 5.068
H: -3.694 -4.107 3.784